Computed, not measured: a cluster of 10 separate species, C36H98N6O16 in total in a non-equilibrium geometry, with ωB97M-V/def2-TZVPD.

The geometry in XYZ format:
```
156
Properties=species:S:1:pos:R:3:forces:R:3:mulliken_charge:R:1
H 16.225 10.504 18.291 0.3 0.2 -0.3 0.3765
H 11.407 13.860 14.538 0.5 -0.1 0.1 0.2843
H 17.586 13.246 14.937 0.0 0.4 -0.4 0.0158
C 19.548 13.575 8.217 -1.4 -0.8 0.1 -0.5810
C 10.110 8.373 14.350 0.9 0.6 0.3 -0.7583
C 15.530 11.343 18.325 -1.4 -0.1 1.0 -1.0652
H 13.619 13.496 12.315 0.3 0.3 -0.4 0.1689
O 26.952 20.150 18.731 1.3 0.0 0.1 -0.3049
H 28.833 20.453 19.701 -0.7 -0.5 0.3 0.2704
O 18.017 14.389 19.443 0.7 1.6 1.0 -0.4019
H 9.647 7.746 15.111 -0.3 0.5 0.1 0.2688
O 18.958 15.842 14.602 -0.1 0.5 -0.1 2.3323
O 15.047 14.050 13.740 2.0 -0.5 0.3 0.2220
O 14.104 22.432 14.809 -0.2 0.8 -0.8 -0.3400
H 22.079 17.095 12.236 -0.9 0.1 0.0 0.3167
H 16.223 13.712 19.976 -0.4 -0.3 0.3 0.3187
H 18.943 15.183 15.296 -0.1 -0.5 0.8 -0.6695
N 18.369 13.653 16.790 2.3 -0.4 0.7 0.9976
H 15.579 23.225 13.499 0.1 0.8 0.7 0.4913
C 15.240 22.295 13.955 0.6 -0.1 0.1 -0.6818
N 25.596 17.623 17.332 0.9 1.8 -0.5 0.0270
H 22.383 14.177 17.594 -0.1 0.7 0.5 0.4394
H 15.026 20.056 15.281 0.2 0.2 0.3 0.2507
C 20.950 17.430 18.590 0.5 1.5 1.1 -0.1549
C 22.168 15.189 10.331 -0.9 -1.3 0.0 -0.8517
C 21.409 14.131 9.460 1.6 0.9 1.0 -0.8026
H 21.506 13.113 9.836 0.5 -0.2 0.8 0.4053
H 20.425 13.116 15.070 0.0 0.6 0.1 -0.0891
H 11.158 8.074 14.333 0.2 -0.1 -0.1 0.3104
O 15.907 12.526 17.676 0.9 -1.1 -0.6 -0.1208
C 22.559 14.441 16.552 1.0 0.1 0.5 -0.8860
H 20.616 18.367 18.144 -0.1 0.1 -0.5 0.2458
C 16.155 12.626 9.565 0.8 0.8 -1.1 -0.7500
O 15.263 17.744 16.050 -0.7 0.7 0.1 -0.4666
C 16.357 21.554 14.747 -0.9 1.5 -2.1 -0.7662
H 11.675 10.324 13.433 0.3 -0.5 0.4 0.3345
H 21.272 10.968 13.663 0.0 0.0 -0.1 0.2818
H 11.221 11.755 15.764 -0.1 -1.1 0.1 0.2723
H 15.531 12.102 15.660 -0.4 0.6 0.0 0.4172
H 12.497 21.719 13.745 0.1 -0.5 -0.1 0.3122
H 12.962 23.239 13.155 0.5 0.6 0.3 0.3257
H 18.050 17.513 18.451 0.1 0.5 0.1 0.3004
H 14.158 16.302 14.965 0.7 -0.1 -0.6 0.2047
H 14.996 21.750 13.043 -0.2 -0.8 0.2 0.3789
H 23.203 14.850 10.377 0.3 0.2 0.2 0.3422
H 15.890 14.345 11.898 0.0 0.1 -0.3 -0.1296
H 28.697 21.434 18.360 -0.7 0.2 -0.7 0.2990
H 19.867 12.558 8.447 0.4 -0.6 -0.6 0.3589
H 17.252 21.527 14.126 0.1 0.2 -0.3 0.3853
H 17.669 12.840 7.371 0.4 -0.4 -0.4 0.5003
C 17.263 13.562 20.266 -0.5 -0.7 -0.5 -1.0177
H 17.989 13.854 17.704 0.6 0.1 0.5 0.0327
O 17.570 12.851 9.398 0.1 -0.1 1.0 -0.2467
H 25.535 17.605 18.340 0.4 0.3 0.1 0.2035
C 28.405 20.440 18.698 -1.1 -0.5 0.0 -0.7552
H 17.973 19.374 15.030 -0.3 0.3 -1.0 0.2625
C 10.726 10.661 13.848 0.1 0.5 0.7 -0.3628
C 17.706 15.765 19.659 0.7 0.8 -1.5 -0.8715
C 21.917 11.167 14.519 -0.5 0.6 1.4 -0.5898
H 27.550 18.449 16.806 0.3 -0.6 -0.1 0.2896
H 16.710 15.229 13.180 -0.3 -0.2 0.5 -0.5349
H 20.144 12.705 17.582 -0.3 0.4 0.1 0.4830
C 13.106 12.690 14.219 0.7 3.5 0.3 -0.5692
H 25.107 14.438 17.190 -0.1 -0.6 -0.1 0.4200
C 26.479 18.648 16.755 -0.5 0.8 1.4 -0.5668
H 12.089 23.030 14.726 0.5 0.5 0.2 0.2773
H 13.242 14.779 13.504 -0.7 0.0 -0.2 0.4178
H 22.007 14.062 8.552 -0.5 0.4 -0.6 0.5243
H 25.646 16.453 15.712 0.7 -0.2 -0.4 0.3052
O 21.559 15.163 11.602 -0.6 -0.2 1.6 -0.1401
N 20.023 14.409 9.277 -0.5 1.1 -0.5 -0.2559
H 19.653 17.729 20.084 0.4 0.1 0.4 0.3140
H 25.236 20.173 17.553 0.0 0.1 0.5 0.3002
H 17.577 12.557 19.985 -0.2 -0.2 0.3 0.2822
H 15.027 15.668 16.409 0.1 0.0 0.1 0.0245
H 17.371 13.714 21.340 0.3 0.2 0.1 0.3443
C 12.896 22.675 14.085 -0.3 -1.4 0.0 -0.8128
H 26.882 15.979 16.977 0.0 -0.5 0.0 0.4498
H 16.635 14.375 15.931 0.2 0.1 -0.1 -0.6820
H 15.078 15.741 12.656 0.2 0.4 -0.3 0.5679
H 18.814 13.185 12.247 -0.2 -0.3 0.0 0.2972
H 26.211 18.792 15.708 0.0 -0.1 -0.1 0.3439
C 19.336 12.512 16.875 0.0 0.0 -1.3 -1.0814
H 9.690 8.108 13.379 -0.3 0.4 -0.1 0.2944
H 22.930 13.484 16.186 -0.2 -0.1 -0.8 0.6291
H 18.920 11.536 17.124 -0.5 0.0 0.6 0.3330
N 11.678 12.963 14.160 -0.3 -2.3 -1.4 -0.3344
H 23.156 15.948 12.733 0.5 -0.8 -0.4 0.4209
H 15.647 13.539 9.256 -0.3 0.1 0.2 0.3907
H 16.358 17.456 14.353 0.2 0.6 -0.5 0.0728
C 24.677 15.439 17.239 1.2 -1.8 -1.0 -0.7370
C 18.632 16.645 18.762 0.2 -0.9 0.9 0.7781
H 13.424 12.894 15.241 0.5 -0.3 0.3 0.3691
H 22.117 16.209 9.949 0.0 0.0 -0.4 0.3957
O 21.935 18.851 20.322 -0.1 -1.5 -0.6 -0.3490
H 17.153 19.740 16.425 -0.1 -0.9 0.8 0.4849
H 18.975 15.336 13.790 -0.1 -0.5 -0.3 -0.8621
H 20.330 18.641 14.684 0.0 0.1 -0.2 0.2679
H 23.628 18.475 21.583 -0.6 -0.7 0.3 0.3092
C 20.027 12.209 15.523 0.8 0.9 0.1 -0.0168
O 10.071 9.772 14.716 -0.6 -2.0 -0.5 -0.2898
H 22.626 10.351 14.657 -0.2 0.0 0.1 0.2523
C 13.749 13.827 13.345 -1.0 -1.0 0.9 -0.7772
H 19.312 16.802 12.191 0.0 -0.2 0.1 0.0979
C 16.962 19.327 15.435 -1.2 0.1 0.1 -0.9686
C 25.880 16.355 16.772 -3.5 -0.7 0.2 -0.8525
C 18.021 13.458 8.197 -0.6 -0.2 -0.7 -0.8271
H 21.237 16.770 17.772 -0.3 -0.3 0.2 0.0077
H 22.650 16.915 19.792 0.5 0.2 0.4 0.3598
H 19.357 11.843 14.745 -0.3 -0.6 0.1 0.5112
H 22.467 12.100 14.391 0.1 0.0 -0.5 0.1706
C 15.736 14.889 12.830 -0.5 -0.1 -0.2 -0.0249
H 16.659 15.947 19.417 -0.3 -0.1 -0.3 0.4172
H 16.671 22.149 15.605 -0.4 -0.2 0.8 0.3462
H 15.910 12.399 10.603 0.4 0.0 -0.1 0.0888
H 17.808 16.142 20.677 0.4 -0.6 0.4 0.3997
H 21.763 16.003 13.624 -1.2 -0.4 -0.5 0.2226
H 24.423 15.525 18.296 -0.4 0.7 0.1 0.3907
H 21.632 14.804 16.108 0.1 -0.3 -0.2 -0.1593
H 26.704 20.798 16.830 0.0 0.0 -0.4 0.4314
O 18.927 14.126 12.386 -0.4 0.1 0.0 -0.2353
C 22.082 16.062 12.584 2.0 0.8 -0.4 -0.9456
H 19.814 17.282 15.109 -0.4 -0.6 -0.3 -0.0870
H 19.491 17.744 11.020 0.0 0.0 -0.3 0.3055
H 16.929 11.351 16.144 0.4 -0.3 1.1 0.3581
O 21.137 11.339 15.740 -0.2 -0.6 -0.9 -0.4575
O 19.482 17.719 11.976 0.0 0.3 0.2 -0.5958
C 14.546 16.535 15.957 -0.9 1.1 0.0 -0.5570
H 13.615 16.823 16.445 0.0 -0.6 0.7 0.5213
N 15.928 20.223 14.857 1.2 -2.1 0.0 -0.0520
C 16.484 17.881 15.349 0.0 -1.0 1.3 0.5486
H 19.480 14.156 10.090 0.1 0.2 0.3 0.2393
H 19.802 14.315 12.048 1.0 0.3 -0.2 -0.0732
H 22.852 18.268 18.559 0.7 -0.2 0.2 0.2882
H 10.141 10.929 12.968 -0.4 0.0 0.0 0.2971
H 13.570 11.755 13.904 -1.0 -0.3 -0.2 0.2930
C 17.270 13.489 15.951 -2.3 -2.2 -1.5 0.6856
H 15.298 11.536 19.372 0.6 0.4 0.2 0.3087
H 18.885 16.138 17.831 0.0 -0.3 0.1 -0.7931
C 10.864 11.879 14.742 0.0 2.6 -0.7 -0.6120
C 22.250 17.829 19.354 -1.9 0.2 -0.8 -0.5059
O 23.539 15.460 16.347 0.6 0.7 0.8 -0.1700
O 20.435 17.968 15.357 0.5 0.7 0.5 -0.5484
C 16.366 12.263 16.341 0.1 1.4 -0.4 -1.1008
H 28.940 19.683 18.125 0.0 0.0 -0.1 0.2842
H 14.538 11.013 18.018 -0.1 -0.3 -0.8 0.2756
H 22.660 19.970 21.794 0.1 -0.1 0.2 0.2893
H 19.950 13.920 7.265 -0.2 -0.2 -0.1 0.3782
N 19.906 16.945 19.499 -1.0 -0.5 -1.1 -0.4335
C 26.306 19.994 17.450 0.7 0.6 0.0 -0.7166
H 15.810 11.823 8.913 0.0 -0.2 0.0 0.3711
C 23.033 19.237 21.079 0.7 1.1 0.2 -0.7020
H 23.803 19.739 20.493 0.0 0.3 -0.5 0.2081
H 17.132 17.178 15.873 0.9 0.2 -0.2 -0.3624
H 17.539 14.407 7.963 -0.1 0.5 0.6 0.4115
H 9.882 12.350 14.778 -0.3 -0.4 0.4 0.3532
```
Positions in Å, forces in eV/Å.

Its structure (SMILES) is COCCNCCOC.COCCNCCOC.COCCNCCOC.COCCNCCOC.COCCNCCOC.COCCNCCOC.O.O.O.O. The spin multiplicity is 1. As for the HOMO-LUMO gap: 8.32 eV. The energy relative to the best compared isomer or geometry (same formula, charge and spin) comes out at 0.0 kcal/mol. For the highest occupied orbital energy, the calculation gives -7.975 eV. The calculation puts the LUMO energy at 0.013 Ha. Its total energy is -80610.9912 eV.